{"formula": "C23H29NO3", "method": "ωB97M-V with the def2-TZVPD basis set", "lumo_ev": 0.6, "relative_energy_ev": 0.015, "gap_ev": 9.545, "charge": 0, "homo_ha": -0.3284, "fmax_ev_per_a": 0.66, "species": ["C", "H", "H", "H", "C", "C", "C", "C", "C", "C", "C", "H", "H", "C", "N", "C", "O", "C", "H", "H", "C", "H", "H", "C", "C", "C", "C", "C", "C", "C", "H", "H", "H", "H", "H", "H", "H", "H", "H", "C", "H", "C", "O", "O", "H", "H", "H", "H", "C", "H", "H", "H", "C", "H", "H", "H"], "positions_angstrom": [[4.3913, -0.3097, -2.7690], [4.4856, 0.1634, -1.7942], [5.3708, -0.6885, -3.0540], [4.0950, 0.4378, -3.5011], [3.3901, -1.4674, -2.7264], [1.9947, -1.0190, -2.3233], [1.6743, 0.3031, -2.0400], [0.3968, 0.6620, -1.6533], [-0.6151, -0.2830, -1.5308], [-0.3097, -1.5998, -1.8413], [0.9699, -1.9551, -2.2261], [1.1642, -2.9933, -2.4498], [-1.0639, -2.3696, -1.7866], [-1.9726, 0.1732, -1.0508], [-1.7765, 1.0235, 0.1102], [-2.7645, 1.7517, 0.6662], [-3.9078, 1.7415, 0.2489], [-2.3068, 2.6289, 1.8195], [-3.0173, 3.4542, 1.8931], [-1.3187, 3.0346, 1.5932], [-2.2681, 1.9026, 3.1693], [-3.2541, 1.4801, 3.3729], [-2.0674, 2.6494, 3.9411], [-1.2275, 0.7787, 3.2610], [0.1509, 1.1705, 2.8001], [0.7654, 2.3372, 3.2414], [2.0234, 2.6892, 2.7858], [2.6925, 1.8777, 1.8847], [2.1008, 0.7034, 1.4539], [0.8410, 0.3533, 1.9088], [0.3923, -0.5735, 1.5803], [2.6144, 0.0572, 0.7570], [3.6729, 2.1575, 1.5278], [2.4847, 3.6015, 3.1361], [0.2584, 2.9771, 3.9488], [-1.1712, 0.4599, 4.3066], [-1.5599, -0.0811, 2.6792], [-0.8862, 0.9532, 0.5812], [-2.4416, 0.7973, -1.8277], [-2.9700, -0.9577, -0.7499], [-3.8668, -0.4808, -0.3389], [-2.4786, -1.9457, 0.2665], [-1.6866, -1.7346, 1.1476], [-3.0535, -3.1458, 0.1041], [-2.7581, -3.7618, 0.7932], [-3.2615, -1.4836, -1.6583], [0.1831, 1.6998, -1.4409], [2.4187, 1.0789, -2.1113], [3.3285, -2.1001, -4.1237], [2.6807, -2.9721, -4.1358], [4.3226, -2.4099, -4.4387], [2.9459, -1.3811, -4.8452], [3.8962, -2.5002, -1.7093], [3.9249, -2.0657, -0.7120], [4.9011, -2.8236, -1.9725], [3.2542, -3.3760, -1.6795]], "forces_ev_per_angstrom": [[-0.200, -0.180, 0.006], [0.030, 0.115, 0.101], [0.083, -0.035, -0.024], [-0.002, 0.137, -0.055], [0.188, -0.061, -0.058], [-0.008, 0.057, 0.010], [0.027, -0.037, -0.057], [-0.139, -0.050, -0.063], [0.128, 0.160, -0.059], [-0.030, 0.073, -0.003], [-0.006, -0.026, -0.021], [0.047, -0.116, -0.026], [-0.092, -0.110, 0.010], [-0.454, -0.107, 0.083], [0.190, -0.167, -0.218], [0.429, 0.428, 0.261], [-0.435, -0.018, -0.155], [-0.250, -0.003, 0.150], [0.064, -0.043, -0.113], [-0.031, 0.047, -0.005], [0.116, -0.026, -0.091], [-0.017, 0.054, 0.082], [-0.072, -0.005, 0.013], [-0.157, 0.027, 0.151], [0.032, -0.153, 0.002], [0.032, 0.005, -0.017], [-0.002, 0.104, 0.068], [0.113, -0.039, -0.077], [0.140, 0.039, -0.020], [0.053, -0.028, 0.149], [-0.109, -0.085, -0.052], [0.045, -0.054, -0.062], [0.082, 0.020, -0.029], [0.035, 0.069, 0.028], [-0.081, 0.088, 0.071], [-0.033, -0.075, -0.035], [0.036, 0.008, 0.078], [-0.073, 0.115, -0.021], [0.056, -0.163, 0.132], [0.128, 0.209, -0.072], [0.035, -0.107, -0.074], [0.062, -0.003, 0.138], [0.105, -0.015, 0.077], [-0.368, -0.448, -0.244], [0.128, 0.303, 0.023], [-0.009, -0.002, 0.010], [-0.010, 0.100, 0.054], [0.130, 0.068, -0.014], [0.025, 0.078, 0.160], [-0.076, -0.108, -0.031], [0.119, -0.057, -0.051], [-0.035, 0.049, -0.105], [-0.046, 0.121, -0.133], [0.017, 0.018, 0.129], [0.125, -0.058, -0.026], [-0.063, -0.116, 0.027]]}

---

{"formula": "CHF3N2S", "method": "ωB97M-V with the def2-TZVPD basis set", "lumo_ev": 0.4, "relative_energy_ev": 1.076, "gap_ev": 10.622, "charge": 0, "homo_ha": -0.3749, "fmax_ev_per_a": 5.10, "species": ["C", "N", "N", "F", "F", "F", "S", "H"], "positions_angstrom": [[0.6128, -0.6567, -0.1608], [-2.0772, 1.0356, 0.6820], [-2.6060, 0.1685, 0.2015], [1.8471, -1.0976, -0.5483], [-0.2554, -1.2554, -1.0141], [0.5020, -1.0530, 1.0671], [0.2907, 1.2887, -0.3741], [1.6859, 1.5699, 0.1466]], "forces_ev_per_angstrom": [[0.771, 1.428, -2.404], [-3.251, -3.628, -1.510], [2.047, 3.473, 1.945], [-0.685, 1.008, -0.016], [0.165, 0.224, 1.146], [-0.955, -0.273, 0.926], [4.620, -1.762, 1.043], [-2.711, -0.471, -1.131]]}